DFT (ωB97M-V/def2-TZVPD) results for a structure of composition C16H23IMnN2 in a non-equilibrium geometry.

```
43
Properties=species:S:1:pos:R:3:forces:R:3
C -0.800280 2.966478 -2.988583 0.004 -0.202 0.097
H 2.746623 0.423083 -1.573056 -0.098 -0.318 -0.045
H -0.432770 4.250226 -1.267343 0.005 -0.116 -0.460
C 0.343948 2.792453 3.474002 0.054 -0.886 -0.597
H -0.357463 -0.639119 2.107305 -0.738 -0.609 -0.832
H 0.423136 4.894284 3.060085 -0.111 -0.012 -0.191
H 1.180683 -0.249575 0.121175 -0.091 -0.598 -0.135
C 0.289660 1.527666 2.863268 -0.011 1.466 -0.801
H 3.704299 -0.767998 -2.465656 -0.240 0.023 0.036
H -1.169445 -4.628992 0.596220 0.110 0.002 -0.125
Mn -0.568932 -2.385308 0.067124 2.749 2.370 0.390
H 0.451842 2.818846 4.559378 -0.043 0.386 -0.357
I -0.015999 -2.918858 -2.372674 0.085 -0.560 -1.377
H -1.477492 -4.936117 -1.165084 -0.057 0.112 0.342
H -1.154971 -0.378043 -2.725376 0.176 0.452 0.530
C -1.043708 -0.879417 1.269863 -0.780 -0.381 0.404
C -0.038857 2.422211 0.730235 0.387 0.571 1.017
H 3.901227 -2.186497 0.930116 0.062 0.284 -0.120
H -2.100810 -0.655005 1.526957 0.503 -0.336 -0.035
C -1.398751 -4.183863 -0.381320 -1.523 -2.227 -0.307
H 1.941299 -0.729895 -2.678657 0.162 0.070 0.277
H 4.167333 -0.482430 0.380770 -0.223 -0.427 -0.007
H 2.561435 -2.637674 -1.165436 0.316 0.460 0.090
C 1.386004 -1.332081 0.076827 0.302 0.302 1.072
C 2.640615 -1.606616 -0.766565 -0.233 -0.184 -0.162
H 4.781030 -1.847913 -0.577468 -0.106 0.093 0.204
C -0.983317 1.645256 -3.407304 0.062 0.193 0.687
H -0.032564 4.575014 0.589201 0.009 0.122 0.343
C -0.419695 2.176785 -0.714887 -0.083 -0.316 -1.270
C 0.297986 3.905453 2.630803 -0.071 -0.242 -0.029
H -0.854540 3.785937 -3.702870 0.015 -0.147 0.148
H 0.273067 0.629207 3.469077 0.300 -0.098 -0.083
C 2.749066 -0.617243 -1.940851 0.151 -0.103 -0.075
C -0.545973 3.236787 -1.643369 0.117 -0.465 0.637
H -0.757520 -0.315180 0.349952 -0.607 0.111 1.251
H -2.314444 -3.582180 -0.358998 -0.346 -0.219 0.041
C 3.947654 -1.517216 0.059705 -0.229 -0.133 -0.189
C -0.947342 0.655866 -2.412676 0.083 0.621 -0.503
C 0.064725 3.732804 1.262525 -0.078 -0.665 -0.052
N -0.649884 0.908264 -1.136547 0.180 0.691 -0.041
N 0.197688 1.376915 1.534129 -0.318 0.781 0.076
H 1.544405 -1.627349 1.130481 0.170 -0.030 -0.240
H -1.151904 1.374401 -4.451903 -0.014 0.167 0.387
```
Forces are in eV/Å.

As for the expectation value of S²: 9.0795. The maximum force is 3.7 eV/A. As for the energy above the lowest of the compared OMol25 structures with the same formula, charge and spin: 40.2 kJ/mol. Its lowest unoccupied orbital energy (alpha / beta) is -0.142 / -1.702 eV. Its spin multiplicity is 6. The HOMO energy (alpha / beta) is -7.0 / -7.8 eV. The calculation puts the gap between HOMO and LUMO (alpha / beta) at 6.91 / 6.13 eV. Its energy is -2181.463903 hartree.

Atomic partial charges in e from the Mulliken method, atoms 1 to 5: -0.4565, 0.2592, 0.2500, -0.7083, -0.0968

***

DFT (ωB97M-V/def2-TZVPD) results for a structure of composition C16H23N3O2 in a non-equilibrium geometry.

```
44
Properties=species:S:1:pos:R:3:forces:R:3
C 1.760433 -1.745047 0.411908 -0.694 1.644 -3.696
C 0.379564 -0.325635 1.958908 -0.250 -17.505 0.482
C -2.870045 -1.779683 -3.036757 -0.627 5.099 -2.273
H -1.115905 -2.814213 -2.203173 -1.281 3.554 -0.855
H -0.013528 1.066554 -0.363726 -3.556 1.855 1.467
C -1.555114 -1.639914 -2.549549 -3.706 -12.400 0.619
C -0.790312 -0.669279 -2.341148 -1.668 10.195 -3.469
C -0.818486 0.750044 3.376566 -6.692 -0.039 10.395
O -0.079491 -1.574619 2.444403 0.170 4.417 -1.662
H 0.690069 1.659274 2.186540 -2.155 -3.377 1.005
H 2.537550 -0.631787 -2.621378 -5.548 -0.509 0.261
N 0.095257 0.705661 2.458535 2.325 12.874 -0.364
H -1.060049 3.184062 2.112463 1.784 0.721 -2.236
H 1.955344 -2.672752 0.888098 -0.929 -0.660 0.970
H -4.206159 -0.253337 -4.030695 -8.802 1.558 -4.789
H -2.755841 3.678065 2.660101 2.517 -1.388 0.198
O 1.403753 -0.839175 -2.719205 5.215 2.277 -2.400
H -1.260254 3.315621 3.909749 -1.486 -0.561 -2.929
H -3.334856 -2.736815 -3.167259 -0.136 -0.161 0.111
C -1.774728 2.989107 2.812131 -2.824 3.164 4.422
H -1.240794 -0.470725 3.867715 1.801 3.843 -2.345
H -0.876972 1.407935 -2.676927 1.953 4.427 0.414
H 1.097254 -2.749393 -1.467640 -1.238 1.429 0.518
C 0.725464 -1.858265 -0.860702 -3.179 0.378 4.992
H 3.986017 -1.582728 0.444712 -0.680 -0.699 -0.286
C -3.457023 -0.451594 -3.551925 12.553 -4.945 7.536
H 3.963652 0.604828 0.319264 0.313 -0.734 -0.835
H 1.997216 1.645179 0.724982 -0.088 -0.196 -0.429
H 1.238061 1.411169 -1.582513 -0.868 1.225 -0.792
H -2.373559 1.058285 2.304653 -4.818 -7.581 -11.490
C 3.251024 0.126939 -0.385699 -1.876 1.395 2.522
H 3.290647 0.613857 -1.331644 0.803 -0.048 -1.076
N 1.373903 -0.567769 1.235291 7.460 2.475 -7.218
C -2.126928 1.586215 2.950665 3.427 4.501 14.255
H -0.379635 -1.957085 -0.220182 3.080 -0.798 -1.784
C 3.137551 -1.426383 -0.259958 2.293 1.797 0.365
C 0.404276 -0.443154 -1.716781 7.872 -7.754 3.110
C 1.918827 0.707061 0.163065 -2.094 -4.451 0.563
C 0.725834 0.722621 -0.934913 5.269 1.083 0.517
H -0.386761 1.225757 4.457196 -0.954 -0.958 -2.806
N -2.653170 0.610354 -3.333875 2.049 1.037 -1.035
H -2.983433 1.422916 3.859250 2.404 0.492 -2.419
C -1.320049 0.573746 -2.944563 -5.842 -6.632 1.019
H 3.501397 -1.875900 -1.245983 -1.296 -0.045 1.449
```
Forces are in eV/Å.

The maximum force is 17.5 eV/A. As for the energy above the lowest of the compared OMol25 structures with the same formula, charge and spin: 1634.7 kJ/mol. Its lowest unoccupied orbital energy is 0.179 eV. The HOMO energy is -8.2 eV. The calculation puts the gap between HOMO and LUMO at 8.35 eV. Its energy is -937.668474 hartree.

Atomic partial charges in e from the Mulliken method, atoms 1 to 5: -0.4206, 0.4016, -0.6726, 0.0125, 1.0510

***

DFT (ωB97M-V/def2-TZVPD) results for an isolated molecule of C16H23N3O2.

```
44
Properties=species:S:1:pos:R:3:forces:R:3
H 1.676863 2.156126 -0.553308 0.083 0.009 0.042
C 3.678893 -0.157028 0.847689 0.020 -0.410 0.183
H -1.467497 0.424600 -2.234271 0.000 0.046 -0.006
C 0.320573 1.514678 1.478070 0.108 0.115 0.196
H 0.758252 -1.541497 -0.005000 -0.073 0.006 -0.038
H 3.950591 -0.584668 -1.907276 0.059 0.005 -0.103
C 2.406328 1.348600 -0.604472 -0.332 0.071 -0.446
N -0.589893 0.991538 0.485516 0.139 -0.266 0.352
H 3.021459 -2.181192 1.196040 0.062 -0.008 0.005
N 2.724552 -1.830524 -0.813561 -0.063 0.028 0.100
N 2.490032 0.651980 0.659298 0.409 -0.026 -0.006
O 1.713360 -0.024324 2.654315 -0.055 -0.224 0.283
H 0.985391 0.129074 -1.663730 -0.082 0.007 -0.039
H 3.925048 -0.155549 1.912654 0.086 0.009 -0.142
H 2.128572 0.984722 -2.692015 -0.054 0.021 -0.080
C -4.823184 -0.234959 0.747680 -0.049 0.048 0.039
C -2.922029 0.072136 -0.699659 -0.108 -0.151 -0.114
H -5.662982 0.181799 1.283549 -0.070 0.035 0.045
C 2.892605 -0.852046 -1.864271 -0.239 0.070 -0.210
H -1.837682 -1.716025 -1.173427 0.094 -0.014 -0.075
C -2.017350 0.984100 -1.472570 0.066 0.194 0.023
H 2.639523 -1.348861 -2.808997 0.108 0.099 -0.010
C 3.499896 -1.620859 0.392443 0.245 0.078 0.035
H -5.206532 -2.240887 1.392294 -0.053 -0.053 0.049
H 0.578329 2.536225 1.189065 -0.056 -0.119 0.035
C 1.570824 0.643014 1.644428 -0.381 0.385 0.004
C -3.491490 -2.123415 0.117349 -0.028 -0.099 0.077
C -4.005404 0.592547 0.000025 0.039 -0.038 -0.037
C -0.982585 1.692616 -0.597959 -0.196 -0.271 -0.194
C 2.031044 0.420360 -1.763303 0.341 -0.004 0.184
H -2.586901 1.763780 -1.981095 0.103 -0.025 0.015
C -4.567472 -1.594985 0.809330 -0.021 -0.081 0.030
H -4.204814 1.653390 -0.045860 -0.031 0.126 -0.006
H -0.171935 1.533106 2.456313 0.173 -0.003 -0.153
H 3.387139 1.795168 -0.803529 -0.079 0.017 0.041
H 1.372866 -3.202152 -0.054003 -0.108 -0.015 0.016
O -0.521285 2.778414 -0.884203 0.049 0.365 -0.180
H 4.502349 -2.039996 0.236341 -0.006 0.020 0.173
C 1.360875 -2.251680 -0.588689 0.126 -0.056 0.063
H 0.882290 -2.411852 -1.554882 -0.117 -0.028 -0.038
C -2.673589 -1.294809 -0.631485 -0.010 0.093 -0.059
H -1.046834 0.116626 0.697428 -0.044 0.122 -0.071
H -3.287449 -3.183098 0.158485 0.009 -0.089 0.007
H 4.494791 0.314383 0.296095 -0.066 0.015 0.011
```
Forces are in eV/Å.

The maximum force is 0.6 eV/A. As for the energy above the lowest of the compared OMol25 structures with the same formula, charge and spin: 75.8 kJ/mol. Its lowest unoccupied orbital energy is 0.757 eV. The HOMO energy is -8.2 eV. The calculation puts the gap between HOMO and LUMO at 8.95 eV. As for the structure (SMILES): CN1CCCN(C(=O)CNC(=O)Cc2ccccc2)CC1. Its energy is -938.262209 hartree.

Atomic partial charges in e from the Mulliken method, atoms 1 to 5: 0.4344, -1.1619, 0.3560, -1.3172, 0.2483

***

DFT (ωB97M-V/def2-TZVPD) results for a structure of composition C16H23N3O6S2 in a non-equilibrium geometry.

```
50
Properties=species:S:1:pos:R:3:forces:R:3
N -1.937333 -0.618024 1.307017 2.136 1.096 -8.601
H -1.333812 2.910848 1.876368 2.425 0.329 0.611
H -1.553405 -3.176288 -2.122647 3.018 -0.147 0.428
H 4.031267 -1.764534 3.077105 -0.039 0.100 0.493
H 4.991949 -0.445173 5.191017 -1.791 1.736 -2.723
H -2.347268 0.669016 3.278399 0.776 -3.463 1.099
C 0.502522 1.994401 1.171375 -0.748 3.264 -0.904
O -1.634524 0.738218 -1.109424 -0.833 -3.707 0.792
N 0.180535 2.329959 -0.224442 -3.299 3.827 8.325
C -0.274240 1.592543 -3.160107 -4.348 -2.031 17.332
H -1.810783 2.687291 -1.848704 0.653 -2.866 -0.860
C -2.181502 -1.295860 2.406130 4.679 11.288 -1.776
C 1.977234 0.685439 2.617987 -0.089 -0.251 2.847
H 0.125668 -1.650200 0.068276 -0.652 -1.537 -1.011
H -0.615978 -2.944478 -4.801553 -2.449 2.674 1.660
H -2.581943 1.437128 -2.789555 0.423 -0.795 -0.624
C 3.470220 -0.871655 3.390670 2.300 -1.604 5.196
C -2.314019 -0.682311 -1.341403 11.421 4.672 13.211
O 3.143973 -0.261919 2.256379 -4.910 3.684 0.068
C -1.644058 1.475784 -2.228525 -0.364 6.196 -0.062
H -1.450657 0.345710 1.147537 -1.356 -2.617 0.962
C 1.485277 1.024372 1.344510 -3.047 3.606 1.696
S 2.078393 0.588253 -0.104392 0.358 -2.145 -3.083
H 0.276460 -3.627767 -1.791795 2.379 -3.366 -0.070
C 4.462417 0.126825 4.183622 1.430 -5.111 1.668
H 0.078324 3.815455 2.227648 3.909 11.548 0.177
C -1.080695 -1.908529 -4.272225 4.128 1.730 -1.914
C -1.864079 -0.630958 3.535695 1.323 11.372 -2.346
C -1.863877 -1.528600 -0.071776 -4.518 2.658 0.071
O -2.523560 -2.313050 2.557031 -6.168 -17.225 -0.109
N 0.762696 1.438492 -2.214863 -14.118 -0.041 5.289
H -2.106962 -1.509838 -3.991076 1.140 -1.709 -0.468
H 1.422130 1.478583 -2.673141 16.613 0.356 -9.054
H -0.073585 2.475166 2.994642 0.258 -2.172 5.383
C 0.741039 1.490206 -0.827623 6.085 -4.424 -6.822
H -2.810632 -2.079169 -0.021893 0.290 -0.570 0.570
O -3.005831 -0.799010 -2.143659 -9.564 -2.527 -10.873
C -0.171026 2.963553 2.163488 -6.406 -11.676 -5.874
O 1.475282 1.035763 3.740231 3.259 -2.423 -4.714
H 5.278415 0.237205 3.500536 0.628 0.417 -0.350
C -0.708652 -2.399478 -0.290690 4.249 14.503 -13.087
O -0.541284 1.577921 -4.216407 0.711 0.655 -13.975
H -2.241784 -0.865010 4.354601 -3.371 -2.564 7.070
H -0.738780 -2.943423 0.333732 -0.447 -13.839 14.183
H -0.945259 -0.178724 3.629937 2.801 0.101 0.197
C -0.431761 -2.934593 -1.735936 -5.693 4.757 0.297
S 0.176067 -1.513597 -2.855266 -2.338 -2.087 -0.289
H -0.654000 -1.048463 -4.994913 -1.182 -1.949 1.119
H 4.044402 1.046010 4.426748 -0.917 1.441 0.593
H 2.613258 -1.225569 4.121226 1.258 0.835 -1.748
```
Forces are in eV/Å.

The maximum force is 20.0 eV/A. As for the energy above the lowest of the compared OMol25 structures with the same formula, charge and spin: 1928.2 kJ/mol. Its lowest unoccupied orbital energy is -0.646 eV. The HOMO energy is -8.7 eV. The calculation puts the gap between HOMO and LUMO at 8.06 eV. Its energy is -2034.931190 hartree.

Atomic partial charges in e from the Mulliken method, atoms 1 to 5: -0.0887, 0.2175, 0.2796, 0.3829, 0.2663

***

DFT (ωB97M-V/def2-TZVPD) results for a cluster of 2 separate species, C16H23N4OS2 in total in a non-equilibrium geometry.

```
46
Properties=species:S:1:pos:R:3:forces:R:3
H -1.291733 -1.066814 -2.229398 0.961 -0.070 0.396
C -2.108659 2.833617 3.018365 -0.028 0.118 0.133
O -4.380276 2.810279 2.078246 -0.210 -0.100 -0.057
H -5.925294 3.810542 2.901552 0.044 -0.164 -0.062
H 1.169296 -6.199059 -0.225484 0.080 0.540 -0.814
H 3.651347 -6.278354 -3.978312 -0.633 0.329 0.646
C 1.388353 -0.041679 1.487364 -0.752 -0.216 -0.349
H 4.923985 0.965534 -1.473559 -0.359 0.452 0.998
H -0.678869 -1.649844 -0.603447 -0.072 0.338 -1.155
H 0.878839 0.808637 -1.412434 -0.690 -0.364 0.574
C -0.414018 -1.071852 -1.534711 0.790 0.321 1.120
H -0.902449 1.096915 -1.421711 0.811 -0.398 0.757
C 1.226592 -4.002471 -2.746330 -1.201 2.740 -1.617
N 2.541438 0.605666 0.895756 1.510 0.398 -1.079
H -3.561619 5.460095 1.864367 -0.020 0.032 0.072
C 1.423923 -5.703501 -1.190194 1.503 0.299 -2.333
N 0.606393 -2.792785 -3.131727 1.866 -1.048 1.039
N 4.255140 2.060694 0.424735 -1.073 -0.910 0.166
H 2.972764 2.367032 2.151910 0.200 -0.662 -0.841
C 3.196618 0.177069 -0.247685 2.458 0.406 -2.363
C 4.273294 1.073606 -0.587009 -3.457 -1.114 2.866
H -2.806268 1.840817 1.260712 -0.210 0.006 0.021
H -4.415693 4.000740 3.769738 0.055 0.087 0.004
C 2.222049 -4.519627 -3.707997 0.812 -3.441 1.655
H 2.466464 -4.013553 -4.669767 -0.479 -0.184 1.165
C -4.623236 5.255892 2.013146 0.097 0.044 -0.070
H -2.348247 2.010576 3.695154 0.028 -0.018 -0.071
H -5.050096 6.094449 2.567893 -0.006 -0.041 -0.017
H 1.467312 -0.920544 -2.662114 -0.449 -0.513 0.493
N 0.834249 -4.523087 -1.532052 1.781 -1.813 -0.311
H 2.837749 -7.308760 -1.710316 -0.438 0.974 -0.310
H -2.240998 3.764420 3.574464 0.052 0.026 -0.051
H -5.091007 5.213741 1.026944 -0.016 -0.008 0.059
H 3.032291 -0.700483 -0.905985 -0.707 0.544 1.229
C -0.095077 0.418741 -1.021998 -0.687 -0.586 -0.963
C -2.990582 2.780281 1.783052 0.131 0.025 0.098
H -2.734047 3.580656 1.080734 0.040 0.052 0.046
C 2.881935 -5.789037 -3.345927 -3.116 2.474 1.682
H 1.530194 -2.123202 -1.297506 -0.680 0.347 -0.526
C -4.851924 3.955974 2.766093 0.089 -0.004 -0.061
H -1.056969 2.760161 2.736300 -0.067 -0.043 -0.028
S -0.237303 0.463746 0.819787 1.416 -0.071 0.161
S 1.496872 -1.182936 2.658597 0.067 1.185 -0.802
C 2.402919 -6.333998 -2.056047 0.463 -0.352 -0.189
C 0.878336 -1.752487 -2.145440 -0.590 0.106 -0.614
C 3.246013 1.764190 1.262244 0.689 0.276 -0.694
```
Forces are in eV/Å.

The maximum force is 4.6 eV/A. Its lowest unoccupied orbital energy is 1.434 eV. The HOMO energy is -2.6 eV. Its net charge is -1. The calculation puts the gap between HOMO and LUMO at 4.05 eV. Its energy is -1713.991303 hartree.

Atomic partial charges in e from the Mulliken method, atoms 1 to 5: 0.4050, -1.0251, -0.4304, 0.3324, 0.3148

***

- Look up the maximum force of the third one.
  0.6 eV/A

***

- What is the energy in the third record?
  -938.262209 hartree